<A>
# C11H18

2 unconnected molecules or ions with the total composition C11H18 (ωB97M-V/def2-TZVPD, the Open Molecules 2025 dataset).

Summary:
**Gap between HOMO and LUMO**: 10.03 eV
**E_LUMO**: 0.93 eV

Geometry (Å):
C1 -0.388 2.757 -0.305
C2 0.805 3.712 -0.347
C3 -1.364 3.457 -1.236
C4 -0.016 1.378 -0.625
H1 -0.729 2.844 0.799
H2 1.595 3.236 0.140
H3 -1.138 3.124 -2.308
H4 -2.405 2.958 -0.862
H5 -1.297 4.504 -1.177
H6 0.521 1.172 -1.570
H7 0.487 0.912 0.150
H8 0.576 4.629 0.176
H9 1.092 3.876 -1.325
H10 -0.946 0.820 -0.435
C5 -0.705 -3.513 -1.224
C6 -0.744 -3.045 1.385
C7 -0.196 -2.957 0.085
C8 0.007 -2.438 2.414
C9 0.924 -2.217 -0.110
C10 1.283 -1.846 2.319
C11 1.672 -1.699 1.002
H11 -1.578 -3.816 1.566
H12 -0.409 -2.361 3.378
H13 0.181 -3.642 -1.854
H14 -1.487 -2.770 -1.625
H15 1.326 -1.940 -1.157
H16 1.644 -1.625 3.392
H17 2.487 -1.027 0.736
H18 -1.199 -4.483 -1.381

<B>
# C11H18

2 unconnected molecules or ions with the total composition C11H18 (ωB97M-V/def2-TZVPD, the Open Molecules 2025 dataset).

Summary:
**Gap between HOMO and LUMO**: 9.77 eV
**E_LUMO**: 1.01 eV

Geometry (Å):
C1 -2.747 1.146 0.147
C2 -2.597 2.196 -0.973
C3 -1.858 1.595 1.310
C4 -4.219 0.926 0.696
H1 -2.474 0.092 -0.224
H2 -2.485 1.862 -1.996
H3 -1.767 2.831 -0.634
H4 -2.252 2.473 1.792
H5 -1.695 0.730 2.013
H6 -0.857 1.838 0.975
H7 -4.890 0.477 -0.068
H8 -4.158 0.116 1.439
H9 -4.562 1.817 1.238
H10 -3.484 2.832 -1.087
C5 3.835 -2.027 0.793
C6 0.424 -0.170 -0.829
C7 1.641 0.520 -0.891
C8 0.339 -1.544 -0.529
C9 2.779 -0.114 -0.434
C10 1.464 -2.095 0.067
C11 2.682 -1.405 0.085
H11 -0.515 0.340 -0.971
H12 1.653 1.483 -1.426
H13 -0.643 -1.982 -0.619
H14 3.738 0.339 -0.639
H15 1.385 -3.008 0.638
H16 4.745 -2.183 0.203
H17 3.651 -2.996 1.256
H18 4.169 -1.366 1.592

Decreasing stability: <B>, <A>

<A>
# C11H18

2 unconnected molecules or ions with the total composition C11H18 (ωB97M-V/def2-TZVPD, the Open Molecules 2025 dataset).

Summary:
**Gap between HOMO and LUMO**: 9.86 eV
**E_LUMO**: 0.96 eV

Geometry (Å):
C1 1.539 -2.030 -1.960
C2 0.257 -1.803 0.307
C3 1.407 -1.527 -0.491
C4 0.229 -1.668 1.627
C5 2.517 -0.916 0.136
C6 1.400 -1.177 2.230
C7 2.422 -0.677 1.496
H1 -0.630 -2.168 -0.253
H2 -0.577 -1.816 2.214
H3 2.600 -2.250 -2.376
H4 1.071 -1.392 -2.647
H5 3.401 -0.708 -0.452
H6 1.443 -1.114 3.294
H7 3.222 -0.218 2.048
H8 1.082 -3.072 -2.026
C8 -1.144 1.446 -0.212
C9 -1.763 1.141 -1.645
C10 -1.261 3.049 0.069
C11 -1.885 0.722 0.884
H9 -0.123 1.087 -0.242
H10 -1.130 1.781 -2.305
H11 -2.050 3.259 0.563
H12 -0.470 3.481 0.744
H13 -1.277 3.513 -0.938
H14 -1.036 0.196 1.493
H15 -2.069 1.406 1.709
H16 -2.641 0.051 0.599
H17 -2.814 1.187 -1.713
H18 -1.722 0.215 -2.155

<B>
# C11H18

2 unconnected molecules or ions with the total composition C11H18 (ωB97M-V/def2-TZVPD, the Open Molecules 2025 dataset).

Summary:
**Gap between HOMO and LUMO**: 10.15 eV
**E_LUMO**: 1.03 eV

Geometry (Å):
C1 2.123 -0.111 1.614
C2 -0.160 0.305 2.547
C3 0.677 -0.511 1.802
C4 -1.479 -0.058 2.804
C5 -1.957 -1.256 2.309
C6 0.159 -1.675 1.251
C7 -1.153 -2.052 1.506
H1 0.215 1.216 2.995
H2 -2.159 0.609 3.313
H3 2.773 -0.566 2.365
H4 2.202 0.971 1.671
H5 -2.954 -1.605 2.558
H6 0.755 -2.349 0.651
H7 -1.547 -2.980 1.114
H8 2.520 -0.413 0.643
C8 0.299 0.894 -1.830
C9 0.314 1.657 -3.146
C10 -1.014 1.124 -1.104
C11 0.559 -0.595 -2.065
H9 1.123 1.282 -1.219
H10 -0.362 1.188 -3.865
H11 -1.851 0.917 -1.780
H12 -1.161 0.429 -0.269
H13 -1.131 2.142 -0.725
H14 1.178 -1.025 -1.278
H15 -0.368 -1.153 -2.178
H16 1.144 -0.746 -2.973
H17 1.272 1.661 -3.666
H18 -0.015 2.698 -3.044

Decreasing stability: <B>, <A>

<A>
# C11H18

2 unconnected molecules or ions with the total composition C11H18 (ωB97M-V/def2-TZVPD, the Open Molecules 2025 dataset).

Summary:
**Gap between HOMO and LUMO**: 9.89 eV
**E_LUMO**: 0.91 eV

Geometry (Å):
C1 -0.387 -0.456 -2.247
C2 3.103 -0.005 0.125
C3 3.145 0.502 -1.144
C4 2.171 -1.033 0.441
C5 2.005 0.252 -1.951
C6 0.967 -1.160 -0.246
C7 0.946 -0.483 -1.482
H1 3.818 0.299 0.861
H2 3.721 1.363 -1.443
H3 2.473 -1.494 1.389
H4 1.819 0.741 -2.905
H5 0.162 -1.760 0.144
H6 -0.449 0.470 -2.837
H7 -1.328 -0.414 -1.706
H8 -0.446 -1.224 -2.998
C8 -2.114 0.418 1.084
C9 -3.008 -0.710 1.621
C10 -3.105 1.380 0.493
C11 -1.320 0.842 2.399
H9 -1.370 0.110 0.356
H10 -3.910 -0.885 1.038
H11 -3.408 -0.766 2.632
H12 -3.746 1.869 1.262
H13 -2.580 2.348 0.361
H14 -3.788 1.095 -0.307
H15 -1.063 1.875 2.626
H16 -1.943 0.554 3.274
H17 -0.392 0.269 2.393
H18 -2.636 -1.760 1.498

<B>
# C11H18

2 unconnected molecules or ions with the total composition C11H18 (ωB97M-V/def2-TZVPD, the Open Molecules 2025 dataset).

Summary:
**Gap between HOMO and LUMO**: 9.87 eV
**E_LUMO**: 0.92 eV

Geometry (Å):
C1 1.301 -1.706 1.735
C2 2.116 -2.784 2.571
C3 0.942 -0.550 2.718
C4 2.110 -1.195 0.497
H1 0.331 -2.065 1.240
H2 3.014 -2.390 2.864
H3 2.329 -3.597 1.941
H4 1.875 -0.053 3.058
H5 0.372 0.200 2.103
H6 0.300 -0.896 3.538
H7 3.151 -1.594 0.477
H8 1.627 -1.669 -0.426
H9 1.926 -0.150 0.562
H10 1.680 -3.007 3.547
C5 -2.841 1.981 -0.052
C6 -1.490 0.212 -3.149
C7 -0.402 0.997 -3.412
C8 -2.337 0.528 -2.002
C9 -1.910 1.618 -1.218
C10 0.003 1.990 -2.515
C11 -0.760 2.415 -1.509
H11 -1.728 -0.510 -3.765
H12 0.151 0.742 -4.372
H13 -3.065 -0.212 -1.709
H14 1.046 2.344 -2.563
H15 -4.041 1.843 -0.280
H16 -2.712 3.019 0.107
H17 -0.429 3.000 -0.741
H18 -2.560 1.491 0.757

Decreasing stability: <A>, <B>

<A>
# C5H14

2 unconnected molecules or ions with the total composition C5H14 (ωB97M-V/def2-TZVPD, the Open Molecules 2025 dataset).

Summary:
**<S²>**: 0.75
**Gap between HOMO and LUMO (spin up / spin down)**: 2.72 / 11.87 eV
**Net charge**: -1
**Multiplicity**: 2
**E_LUMO (spin up / spin down)**: 4.27 / 4.42 eV

Geometry (Å):
C1 -0.005 2.396 -1.390
C2 -0.855 2.548 -0.219
H1 1.096 2.189 -1.207
H2 -0.272 1.457 -1.971
H3 -0.083 3.220 -2.021
H4 -1.266 3.494 -0.086
H5 -0.416 2.293 0.762
H6 -1.658 1.921 -0.143
C3 -0.263 -2.097 0.301
C4 -0.091 -0.648 0.886
C5 1.077 -2.776 0.545
H7 -1.150 -2.632 0.730
H8 -0.333 -1.902 -0.822
H9 0.746 -0.196 0.230
H10 1.022 -3.732 0.968
H11 1.691 -2.874 -0.455
H12 1.685 -2.106 1.230
H13 -1.024 -0.017 0.828
H14 0.098 -0.540 1.833

<B>
# C5H14

2 unconnected molecules or ions with the total composition C5H14 (ωB97M-V/def2-TZVPD, the Open Molecules 2025 dataset).

Summary:
**<S²>**: 0.75
**Gap between HOMO and LUMO (spin up / spin down)**: 2.78 / 11.89 eV
**Net charge**: -1
**Multiplicity**: 2
**E_LUMO (spin up / spin down)**: 4.28 / 4.31 eV

Geometry (Å):
C1 0.423 -1.893 1.739
C2 1.571 -1.112 1.177
C3 -0.764 -1.444 0.891
H1 0.075 -1.758 2.778
H2 0.624 -2.994 1.426
H3 1.819 -1.355 0.112
H4 1.284 -0.036 1.182
H5 -0.790 -1.778 -0.176
H6 2.469 -1.076 1.861
H7 -0.828 -0.358 0.785
H8 -1.812 -1.743 1.321
C4 -1.102 1.937 -2.296
C5 -0.040 2.296 -1.265
H9 -1.778 1.259 -1.771
H10 -1.605 2.821 -2.603
H11 -0.688 1.319 -3.223
H12 -0.325 1.752 -0.259
H13 0.043 3.356 -1.293
H14 0.984 1.887 -1.622

<C>
# C5H14

2 unconnected molecules or ions with the total composition C5H14 (ωB97M-V/def2-TZVPD, the Open Molecules 2025 dataset).

Summary:
**<S²>**: 0.75
**Gap between HOMO and LUMO (spin up / spin down)**: 2.90 / 11.18 eV
**Net charge**: -1
**Multiplicity**: 2
**E_LUMO (spin up / spin down)**: 4.37 / 4.23 eV

Geometry (Å):
C1 0.799 1.040 -2.287
C2 1.306 -0.368 -2.473
H1 0.057 1.293 -3.052
H2 0.084 1.283 -1.471
H3 1.579 1.710 -1.921
H4 2.304 -0.478 -2.035
H5 1.354 -0.744 -3.498
H6 0.759 -1.238 -2.048
C3 -1.222 0.067 1.815
C4 -1.291 -1.281 1.110
C5 0.167 0.579 2.253
H7 -1.336 0.696 0.903
H8 -1.943 0.274 2.605
H9 -1.384 -1.224 0.026
H10 0.174 0.620 3.356
H11 0.927 -0.153 1.984
H12 -2.240 -1.653 1.508
H13 -0.505 -1.978 1.421
H14 0.411 1.554 1.804

Decreasing stability: <B>, <C>, <A>

<A>
# CH2O2S

CH2O2S in the gas phase (ωB97M-V/def2-TZVPD, the Open Molecules 2025 dataset).

Summary:
**Gap between HOMO and LUMO (spin up / spin down)**: 8.11 / 8.11 eV
**E_LUMO (spin up / spin down)**: -0.68 / -0.68 eV

Geometry (Å):
C1 0.510 -1.420 0.488
O1 -0.787 -0.939 -0.109
O2 -0.305 1.848 0.039
S1 -0.181 0.242 0.850
H1 1.230 -1.533 -0.368
H2 -0.468 1.802 -0.900

<B>
# CH2O2S

CH2O2S in the gas phase (ωB97M-V/def2-TZVPD, the Open Molecules 2025 dataset).

Summary:
**Gap between HOMO and LUMO**: 9.82 eV
**E_LUMO**: -0.29 eV

Geometry (Å):
C1 -0.216 -0.369 -0.007
O1 -2.764 -1.247 0.335
O2 -1.010 -1.665 2.152
S1 -1.446 -1.083 0.896
H1 0.686 0.240 0.509
H2 -0.512 0.166 -0.880

Decreasing stability: <B>, <A>

<A>
# C4H11N2O

2 unconnected molecules or ions with the total composition C4H11N2O (ωB97M-V/def2-TZVPD, the Open Molecules 2025 dataset).

Summary:
**Gap between HOMO and LUMO**: 8.47 eV
**Net charge**: +1
**E_LUMO**: -3.96 eV

Geometry (Å):
C1 -0.002 0.363 -2.599
C2 0.399 1.303 -1.741
N1 1.716 1.663 -1.430
H1 0.704 -0.273 -3.124
H2 -1.040 0.210 -2.852
H3 -0.329 1.954 -1.265
H4 2.393 0.939 -1.640
H5 1.851 1.977 -0.481
O1 -1.651 0.194 1.563
C3 -1.012 -0.524 2.270
C4 -0.101 -1.587 1.693
N2 0.265 -1.133 0.300
H6 -1.047 -0.463 3.368
H7 0.830 -1.661 2.251
H8 -0.603 -2.546 1.582
H9 0.981 -1.712 -0.137
H10 -0.545 -1.020 -0.313
H11 0.660 -0.188 0.309

<B>
# C4H11N2O

A gas-phase ion, C4H11N2O (charge +1) (ωB97M-V/def2-TZVPD, the Open Molecules 2025 dataset).

Summary:
**Gap between HOMO and LUMO**: 5.85 eV
**Net charge**: +1
**E_LUMO**: -7.88 eV

Geometry (Å):
N1 0.746 0.394 1.188
C1 -0.286 -0.341 0.507
C2 -1.120 0.320 -0.482
C3 -1.264 1.776 -0.586
O1 -0.032 2.443 -0.930
C4 0.416 -1.541 -0.271
N2 1.464 -2.179 0.527
H1 0.565 1.786 -1.326
H2 0.649 0.431 2.190
H3 0.904 1.319 0.812
H4 -0.969 -0.805 1.244
H5 -2.019 1.980 -1.362
H6 -2.068 -0.192 -0.665
H7 -1.622 2.298 0.317
H8 -0.343 -2.267 -0.567
H9 0.895 -1.047 -1.131
H10 2.188 -1.470 0.572
H11 1.897 -2.907 -0.036

Decreasing stability: <A>, <B>